Here is a molecular structure, C57H68BrInO3P2 from the Open Molecules 2025 dataset. Energies are from ωB97M-V/def2-TZVPD.

Results
E = -160152.3476 eV
frontier orbital gap = 7.509 eV
relative energy (zero: lowest compared OMol25 entry of this formula, charge and spin) = 0.00 kJ/mol

The geometry in ORCA input format:
```
! wB97M-V def2-TZVPD RIJCOSX def2/J DEFGRID3
* xyz 0 1
H -3.66500 3.79836 -0.75342
C -3.76102 -3.00989 4.29765
H 1.12689 7.01540 -3.36579
H -0.69336 7.58021 -1.77606
H -3.20818 4.04131 1.24894
C 1.40171 -2.99967 -4.04104
H -0.86053 4.00806 -3.21267
P -0.46715 3.24717 -0.17224
H 1.41028 -8.23307 2.49323
C 0.56228 4.79077 -0.09517
H 5.51888 -3.17566 1.80705
H 5.08970 -3.67300 0.17350
C 3.93147 0.18198 -0.37056
C -3.70670 -5.42710 -1.28387
C -2.07222 2.33319 -3.84945
H -4.77044 -5.26134 -1.40057
C -1.67541 -6.46569 -2.01711
C 2.02550 -2.42185 -1.79096
H -0.17827 2.43695 -2.79547
H 0.79884 -3.41047 3.31191
H 0.02585 5.01166 3.05062
C -1.27504 3.08569 1.46355
C 1.86976 -6.58762 3.78193
H -1.14723 -7.12063 -2.69890
H 0.35692 6.88676 0.29546
H -1.77702 2.11750 1.36197
H 2.53450 1.38903 2.58226
H -0.84761 5.91058 -2.32727
H -3.54597 -4.09857 0.38290
C 0.88293 -1.67832 -1.61911
H -3.93802 1.92063 -2.81447
H -1.92300 1.25257 -3.83400
H 6.44750 -0.85330 -1.44546
H 3.00552 -2.40390 3.14614
H -3.11448 -0.96454 4.19228
C -2.32758 4.11456 1.88560
C -2.99631 -1.96978 3.80981
C -1.23908 -0.97957 2.36806
H 2.74397 -2.49049 -0.98833
C 2.27842 -3.10077 -2.99993
H -2.51802 -5.51915 2.40584
H 5.08915 -1.27964 -2.48432
H 3.19357 -3.67132 -3.10329
H 3.84751 0.89798 -2.38792
C -3.63267 4.05152 -2.88908
H 3.63855 -0.83752 3.66740
C 4.71320 -3.17942 1.06879
C -2.65503 -4.51837 2.79744
C 0.30851 -5.06095 2.04196
C 3.11596 1.52314 1.66929
C -0.17190 6.12538 -0.28708
H -3.38799 -0.93843 -3.23483
H -2.61408 5.10499 -1.29576
H 5.02009 1.74394 -1.37583
H 2.65019 5.22187 -0.35639
H -2.79361 -1.81145 -5.47058
H 2.79568 5.27418 -2.73840
H 0.60406 3.91212 4.28953
H -4.14439 2.61558 -4.41881
C 0.48244 -6.42265 1.81901
C -0.19416 2.91517 2.55841
C -1.64127 -4.96506 -0.11795
H 0.85029 4.73280 0.96229
C 1.17199 6.64093 -2.34111
C 1.26698 -7.17668 2.68309
C 4.58205 -1.01470 -0.41521
H -2.92156 2.73659 3.40064
C 4.24354 -1.78524 0.77127
H 1.18900 4.57798 -2.94621
C -0.19312 4.06778 3.55993
C 1.86550 4.68802 -0.90120
H 1.95893 -0.97444 3.12709
C 3.14758 0.24385 0.86217
H 0.79148 2.80729 2.09989
H -0.40320 1.98749 3.09175
In 0.96326 -0.34696 0.20902
P -0.63676 -3.89166 0.97994
H -4.67792 4.34379 -2.77449
C -1.10848 3.00485 -2.86019
H 2.47364 -7.18056 4.45681
H 0.00241 -6.90559 0.97917
C -2.37907 -1.27625 -3.42953
O 0.46103 2.07228 -0.36682
H 5.79914 -2.49086 -1.40566
H -3.60847 4.34811 3.62415
C 4.02846 1.28267 -1.38109
H -3.58406 -6.78941 -2.93942
C -0.11366 -1.70230 -2.62568
H -4.17745 -5.10973 4.17299
C -2.93885 4.08623 -1.51418
H -1.18382 6.05427 0.11737
C -1.87510 -3.48033 2.28166
C -1.76034 3.10341 -1.47887
C -3.04348 -6.28247 -2.15071
C 2.97260 -1.33241 2.95360
H -1.83721 2.68221 -4.85743
H -1.67546 5.19101 4.65071
O -0.01496 -1.19018 2.00755
C 0.92932 -4.47290 3.14712
C -0.97940 -5.79440 -1.02550
C -3.01503 -4.77376 -0.27586
C -1.43318 -1.21686 -2.44784
C -0.22814 6.59263 -1.73929
Br -1.96481 -0.56612 -0.73309
H 1.79532 7.32645 -1.75838
H 2.16070 -4.76664 4.87794
C -2.04549 -1.80173 -4.68944
C 3.41474 -1.03748 1.55353
H -0.55910 -2.77498 -5.85735
O -1.77305 0.12463 2.40012
C -2.70719 3.80572 3.33412
H -1.55680 3.50222 5.13864
H 2.68878 2.34368 1.09124
C -2.03824 -2.18895 2.82110
H 1.61956 -3.46381 -4.99533
H -2.14226 2.10900 -1.22608
C -1.54894 4.17210 4.27653
H 4.13837 1.80257 1.94661
H -3.16983 4.77140 -3.57018
C 0.16932 -2.32928 -3.87797
C 5.52731 -1.44043 -1.49631
H -4.48850 -2.83277 5.07872
H 0.09750 -5.89847 -0.96785
H 3.89688 -3.78608 1.46745
C -3.58424 -4.28819 3.79169
H 2.15521 3.63726 -0.94655
C 1.78693 5.24528 -2.32131
C -3.53651 2.66018 -3.51354
H 3.28661 2.05459 -1.17937
C 1.69553 -5.22951 4.01639
C -0.80327 -2.32418 -4.90335
H -1.95010 5.13796 1.82174
*
```

Here is 13 unconnected molecules or ions with the total composition C57H69N9O4 from the Open Molecules 2025 dataset. Energies are from ωB97M-V/def2-TZVPD.

Results
E = -81827.6199 eV
frontier orbital gap = 9.289 eV

The geometry in ORCA input format:
```
! wB97M-V def2-TZVPD RIJCOSX def2/J DEFGRID3
* xyz 0 1
H 18.05785 -4.51952 -10.66565
C 19.25957 0.95488 -20.46484
H 15.79173 -3.68073 -22.68474
H 23.23024 -0.73839 -14.19535
H 17.02253 -5.68743 -15.93616
C 21.69698 3.84894 -16.18728
H 19.31356 -3.66220 -16.41868
H 21.95482 -1.62136 -10.39457
H 21.24692 -5.91073 -17.22562
H 15.61871 3.80926 -16.30783
H 20.82943 -1.82144 -15.75564
N 19.57038 -2.69679 -8.32064
C 21.81307 -6.77124 -17.57304
C 18.87307 -2.04771 -13.01704
C 20.52900 -5.55690 -13.09259
C 20.07598 -2.16385 -15.05708
H 15.30954 -7.76594 -10.09839
C 16.53777 -9.01812 -14.20487
H 12.52638 -5.55000 -13.25947
H 14.87068 -4.29316 -15.40617
H 21.48909 4.82644 -16.60495
H 20.53881 1.34708 -18.81248
C 18.29598 1.77610 -15.91650
H 20.86932 -7.72583 -10.04165
C 22.40759 1.59474 -16.43191
H 23.07832 -8.26858 -19.36594
C 20.89624 -5.06864 -11.84599
H 23.10412 -1.92570 -15.44676
C 17.58594 2.90043 -16.30753
H 21.65551 -7.60931 -16.88895
H 20.05181 -8.75490 -12.17229
C 20.11545 0.57485 -19.44287
C 15.73877 -1.08322 -18.46456
H 17.24681 -2.22192 -17.51069
C 18.06132 -3.06451 -13.49049
N 18.20960 -3.62119 -14.69457
H 23.21600 -4.51152 -14.50641
C 13.60433 -5.61361 -13.07695
C 15.46835 -4.37615 -20.69137
C 20.38398 -0.76630 -19.26475
H 16.54716 -8.35348 -8.08350
C 17.70635 -5.37038 -10.09527
C 20.98925 -1.60892 -9.90436
H 24.12025 -4.71406 -13.01087
H 21.02992 -1.08385 -18.45030
C 17.62217 0.78006 -15.23094
H 15.65322 -3.02269 -17.64033
H 22.36207 3.02474 -18.04384
N 21.00572 -5.83913 -10.78035
N 19.89496 -1.72312 -20.03738
H 18.74328 -2.16583 -21.67220
H 19.14708 -5.21547 -20.91071
H 19.35936 1.73446 -16.12299
C 22.19882 2.83818 -16.99022
C 18.72824 -0.04794 -21.26143
H 15.79336 -9.59452 -16.15980
C 24.03943 -4.11051 -13.91324
H 20.54503 -0.79662 -13.43969
C 23.71642 -1.63093 -14.59170
O 14.85355 -1.32944 -19.24770
C 16.23588 2.96457 -16.03164
C 21.26970 -7.19267 -18.91716
C 21.67197 2.28266 -14.39509
N 16.33871 0.87935 -14.86259
C 16.24753 -4.11851 -21.80116
H 14.40567 -4.17532 -20.67722
C 16.91749 -7.54726 -8.71323
H 21.16269 -4.01598 -11.79604
C 19.10808 -1.36044 -21.04439
O 20.23573 -6.75919 -19.34618
C 16.61281 -6.07854 -10.54800
C 15.66746 1.94146 -15.27704
C 17.00768 -7.95174 -13.46485
H 16.26513 0.68598 -19.49878
C 19.21745 -3.18317 -15.44595
C 16.16880 -7.16929 -9.82372
H 21.63298 -9.25452 -19.37896
H 16.15990 0.93637 -17.77974
C 17.41796 -5.20550 -19.62384
H 19.80013 -7.23808 -14.17157
C 16.89217 -6.66125 -15.46659
H 22.00080 -8.05965 -20.72902
H 18.33442 0.31489 -9.15950
H 18.07339 3.74354 -16.78335
H 19.08917 -5.17748 -8.44656
H 22.79572 0.76150 -17.00903
C 16.48618 0.22212 -18.53740
C 16.07768 -4.88190 -19.55481
N 17.53656 -4.40506 -21.86915
C 14.16662 -3.76081 -14.75712
H 20.42170 0.34665 -10.54774
C 20.42203 -7.73703 -12.15428
H 22.88444 -6.59662 -17.62775
H 18.12792 -0.09289 -14.83951
H 17.30232 -3.55272 -12.88872
C 20.64720 -2.67807 -9.08524
C 14.29789 -4.30216 -13.36253
H 17.08071 -7.99702 -12.38502
H 13.97455 -6.42195 -13.71034
C 18.77057 -1.64178 -8.35285
N 22.13885 1.31074 -15.15733
C 20.78788 -7.14085 -10.95343
C 20.15005 -0.50754 -9.93880
C 17.13778 -6.72746 -14.10475
C 20.24466 -6.90728 -13.24190
H 18.14094 0.19468 -22.13900
O 23.15381 -2.45777 -12.44764
H 20.37710 -4.93920 -13.96666
N 17.95658 -6.86572 -8.24780
H 17.91628 -1.64974 -7.68466
H 16.09706 -5.79056 -11.45843
C 21.45288 3.57893 -14.85208
H 19.00344 1.98125 -20.69356
H 15.47793 -5.00418 -18.66251
O 14.93698 -3.73821 -12.50563
C 18.33307 -5.78806 -8.92470
H 17.56382 0.08375 -18.46179
C 18.09950 -4.96540 -20.81639
C 22.02519 -8.28159 -19.66627
C 16.16530 -2.09063 -17.42856
H 17.47503 -5.91439 -13.47518
H 21.02858 4.30937 -14.17613
C 19.00639 -0.53547 -9.15674
H 14.42985 -2.70531 -14.79520
H 21.33771 -3.51303 -9.01542
H 13.70910 -5.84120 -12.01600
H 14.62763 2.01377 -14.97266
C 19.92077 -1.60016 -13.81210
H 17.97101 -5.57605 -18.76986
H 16.40849 -10.00441 -13.77465
C 23.63749 -2.70438 -13.52821
H 13.16366 -3.90722 -15.15518
H 24.71476 -1.29160 -14.86526
N 16.45821 -7.68439 -16.18587
H 24.96762 -4.11536 -14.48054
C 16.25868 -8.83056 -15.54641
H 15.93751 -1.80851 -16.39838
H 18.69714 -1.65155 -12.02473
H 21.31681 1.98291 -13.41291
*
```

Here is 8 unconnected molecules or ions with the total composition C57H73BBrFN9O7P2 from the Open Molecules 2025 dataset. Energies are from ωB97M-V/def2-TZVPD.

Results
E = -180037.6699 eV
frontier orbital gap = 5.014 eV
relative energy (zero: lowest compared OMol25 entry of this formula, charge and spin) = 956.93 kJ/mol

The geometry in ORCA input format:
```
! wB97M-V def2-TZVPD RIJCOSX def2/J DEFGRID3
* xyz 1 1
C 9.07801 -4.24380 2.35895
N -9.69721 -3.80619 0.23420
O 2.63355 -2.95173 -3.25711
O 0.30954 -2.15792 -3.37354
C -7.77062 -4.94998 1.11570
C 2.62293 -3.34560 1.16197
B 1.45793 -2.44555 -2.55597
H -2.53460 0.01714 4.08813
C -5.52514 3.82532 -2.06126
H 7.14369 4.56962 -3.04203
O 4.48446 -4.47832 5.01209
H -8.41180 3.88964 2.49554
H -0.72199 0.31428 1.68824
C -5.89523 1.84180 -3.34847
O 5.41886 -3.95517 2.02302
C 2.40022 -3.29116 -0.37499
C 7.18445 2.30140 -5.54169
C -10.24613 7.35098 0.58073
H 10.43690 0.72813 0.58910
C 3.14449 2.41849 2.81219
H 1.60485 -4.23444 -4.63921
C -8.60546 8.59490 1.80017
H -4.25731 -0.95032 5.61322
C -7.00314 -3.80369 0.96594
C 8.22235 0.08194 0.49427
H -7.02206 -1.74653 0.31704
N 1.53394 -2.31609 -1.05540
C -7.80611 7.46381 1.77569
H 8.56107 -5.28071 2.34489
C -11.22293 2.00374 2.43820
H 6.39334 0.30830 -5.31000
C -10.33881 2.98927 2.85490
H 0.57281 1.90554 2.73518
H 3.77221 4.12498 1.45124
H -10.59323 3.64030 3.68456
C 0.12777 -0.22671 2.23286
H -9.64392 5.32550 0.15455
H 0.62202 -2.20386 -5.36951
H -12.17868 1.86537 2.92840
H -9.43815 -1.83948 -0.30424
C 2.03891 -2.41035 3.66095
H -0.22753 -3.05404 -10.10628
H 0.91180 0.74471 4.11295
H -6.00405 3.59325 0.02722
C 2.58173 0.91133 2.50482
H 9.99762 -0.46330 -0.74772
C -9.37659 6.27269 0.61269
H 9.65555 -1.58787 2.17802
H -5.29186 0.62866 1.10540
C 5.60627 2.76953 1.73797
C -5.49139 3.16780 -3.28247
C 7.85147 1.62094 0.76459
C -9.84895 8.53326 1.18852
C 6.99443 3.64181 -3.58480
H -10.50288 9.39862 1.18557
C 1.51285 -2.22042 -7.33608
H 1.45083 -4.66718 -2.85125
C 10.34588 -4.16588 1.34712
C 10.30797 -2.85591 0.39696
H 3.68992 2.50409 0.56998
H -0.45577 -2.69837 -3.03627
H 2.49502 -1.90825 -6.99690
H -5.21848 4.86024 -1.97399
H 5.65988 0.97297 0.32294
O 0.18464 1.53348 -0.38921
C -8.84788 2.27738 1.14177
N -3.83228 0.36462 2.53137
C -7.59161 -2.65871 0.44791
C 0.47502 -2.38385 -6.42842
C -6.13497 -0.24720 2.88500
N -8.16497 6.30532 1.19684
H 8.13914 1.97326 1.82795
H 11.26852 -2.91886 -0.24920
H 5.85125 2.19781 2.71845
H 10.31969 -5.12476 0.71139
F 2.47455 -4.23764 6.06752
H 9.38710 -2.89366 -0.29936
C -4.52663 -0.60980 4.62108
C -5.96255 3.12265 -0.95039
C 1.04621 0.87431 2.97564
H -6.64867 0.19246 -2.18306
C -9.10255 -4.90101 0.73614
H -5.88127 1.29850 -4.28516
C -5.10682 0.26822 2.11309
H 7.48848 2.16215 -6.57347
P -0.25700 0.00197 -1.06078
Br -2.37167 -0.57545 -0.51784
H 11.38853 -1.28456 1.62945
C 10.31059 -1.46757 1.24828
H -7.34425 -5.86082 1.51761
H -9.74279 -5.77211 0.83093
C -8.93234 -2.71021 0.10136
H 2.29653 3.16387 3.04024
H 2.98646 -4.06210 -1.00583
H -11.20981 7.26856 0.09370
C 7.39918 3.51433 -4.90375
C 0.92918 -1.27987 1.34353
C 6.57562 1.26842 -4.84325
P 3.84161 -4.67168 1.85246
H 2.06494 -2.34496 -9.41720
H -11.50681 0.41021 1.01439
H -0.62747 1.93499 0.01412
H 5.29633 -2.99935 1.77140
H 8.29020 -3.48402 2.02337
C 3.43624 -3.78832 5.13800
C 6.20427 1.49670 -3.52836
H -7.14484 -0.29742 2.49641
H 7.81313 -0.54009 1.36506
H 11.30136 -4.19493 1.99902
O 1.02245 -2.36353 4.42295
C 0.84373 -1.33716 -0.24057
H 5.72170 0.72085 -2.94154
H 3.21716 -6.30108 0.46427
H 4.11832 -2.53722 3.65409
H 6.18954 2.57080 -0.45791
H -5.95609 -3.80243 1.25060
N -9.68433 1.31415 0.71890
H 8.46481 2.26769 0.02923
C -0.75989 -2.78586 -6.91193
H 7.87067 4.34194 -5.41883
N -1.01440 -3.02408 -8.20841
H -8.26436 9.50135 2.28467
H -1.60201 -2.93101 -6.24184
H 3.07070 -5.05541 -3.70245
C 2.20402 -4.31471 -3.66677
H 2.74978 0.74371 1.38782
C -5.83469 -0.69530 4.16348
C 4.01847 3.00517 1.56466
C 1.85462 -2.33148 2.07179
N 6.40122 2.65955 -2.88591
N 3.34806 -2.55783 4.34114
C -10.85122 1.19659 1.37474
N -6.36089 1.83895 -0.98520
C 6.26669 1.93096 0.51604
C -3.57004 -0.07443 3.77407
H -7.91426 2.35170 0.59347
O 4.08735 -5.83383 0.58792
H 3.88398 2.40312 3.70529
H -5.15396 3.68391 -4.17484
H 9.45213 -3.96592 3.40547
H 3.17790 0.21554 3.19198
H 7.70621 -0.21536 -0.49796
C -9.12525 3.13173 2.19661
H -0.38736 -0.84105 3.07159
C 0.00625 -2.85669 -9.06519
H 6.15401 3.78583 1.76953
C -6.31971 1.22707 -2.18169
H -6.82402 7.46431 2.23766
C 9.79972 -0.20397 0.35167
H -6.61235 -1.10677 4.79780
C 1.27832 -2.46154 -8.68207
*
```